{"formula": "H16NO6", "method": "wB97M-V/def2-TZVPD", "symbols": ["O", "H", "H", "H", "O", "H", "H", "H", "H", "O", "H", "H", "H", "H", "H", "H", "O", "H", "H", "H", "N", "O", "O"], "positions_angstrom": [[-2.12413, -1.83074, 0.92052], [-2.91313, -1.21974, 1.14152], [1.98587, 2.59826, 0.69852], [0.92687, 3.22926, 0.14052], [0.23687, 0.34926, 2.44752], [0.14987, -4.03874, -0.59648], [1.07387, 0.78926, 2.49352], [-1.66613, -1.92374, 1.70252], [0.61687, -0.18374, -1.58448], [-2.63713, 1.61726, -1.13248], [0.73887, -0.17874, 0.09552], [-0.30113, -1.12274, -0.43048], [-0.03313, -4.02074, 0.85752], [-2.91713, 1.36626, -0.34748], [-0.70813, 0.14226, -0.55248], [0.05387, -0.54974, 2.82652], [0.53287, -3.53774, 0.09252], [2.37787, 2.09826, -1.61348], [3.32487, 1.76226, -2.78648], [-2.96313, 1.15226, -1.85748], [0.08787, -0.26274, -0.68248], [2.91887, 1.35026, -2.05048], [1.23787, 2.41426, 0.21752]], "lowdin_charge": [-0.04, 0.11, 0.03, -0.01, -0.06, 0.00, 0.03, -0.02, 0.19, 0.06, 0.12, 0.07, 0.13, -0.04, 0.02, 0.07, -0.09, 0.05, 0.01, 0.03, 0.37, -0.08, 0.05], "e_lumo_ev": -3.185, "homo_ev": -14.62, "total_charge": 1, "e_tot_ha": -515.47588, "max_force_ha_per_bohr": 0.156, "e_above_lowest_kcal_mol": 95.9}



{"formula": "C4H10N", "method": "wB97M-V/def2-TZVPD", "symbols": ["H", "H", "H", "C", "C", "H", "H", "N", "H", "H", "C", "H", "H", "C", "H"], "positions_angstrom": [[-0.76327, 1.07877, 0.86981], [-1.50222, 0.85738, -2.64727], [0.78920, -2.15704, 0.72770], [1.42010, -1.34883, 1.08490], [-0.30014, 0.11856, -0.96820], [-1.99775, 1.40582, -1.05616], [2.45430, -1.52954, 1.27005], [0.71741, -0.18957, 1.25805], [-0.66942, -0.80629, -1.43082], [1.22401, 0.55576, 1.70386], [-0.52262, 0.05536, 0.54862], [-0.62311, 2.16259, -1.78312], [-1.36550, -0.59527, 0.80303], [-1.12378, 1.19339, -1.68649], [0.77583, 0.17785, -1.14096]], "lowdin_charge": [0.11, 0.06, 0.04, -0.07, -0.26, 0.07, 0.03, -0.14, 0.10, 0.12, -0.23, 0.07, 0.12, -0.12, 0.10], "e_lumo_ev": [1.207, 1.167], "homo_ev": [-5.92, -9.99], "spin_multiplicity": 2, "e_tot_ha": -213.07525, "max_force_ha_per_bohr": 0.039, "e_above_lowest_kcal_mol": 0.0}



{"formula": "C3H9N4O", "method": "wB97M-V/def2-TZVPD", "symbols": ["N", "H", "H", "N", "O", "H", "H", "N", "H", "H", "C", "H", "H", "C", "C", "H", "N"], "positions_angstrom": [[0.03336, -1.69362, 1.03506], [0.18763, -1.06638, 1.83513], [0.91697, -2.16487, 0.98800], [-1.66550, 1.31073, 0.17445], [-2.71221, -0.73678, -0.53616], [-0.23260, 2.46149, 0.63428], [-0.28925, -1.54131, -1.17680], [0.50152, 0.36535, -0.70443], [2.02060, 1.74200, -0.96527], [-2.35748, 1.97677, -0.37397], [-1.77602, -0.08023, -0.22256], [-0.64706, -2.41399, 1.25534], [2.45247, 0.14193, -1.57338], [-0.31778, -0.69761, -0.48236], [1.86036, 0.67291, -0.74364], [2.48184, 0.22290, 0.11981], [-0.45683, 1.50072, 0.73648]], "lowdin_charge": [0.19, 0.13, 0.11, -0.02, 0.16, 0.09, 0.16, -0.05, 0.09, 0.23, -0.37, 0.13, 0.12, -0.11, -0.13, 0.11, 0.15], "e_lumo_ev": [-4.881, -4.793], "homo_ev": [-13.12, -13.23], "total_charge": 1, "e_tot_ha": -413.55834, "max_force_ha_per_bohr": 0.076, "e_above_lowest_kcal_mol": 119.0}



{"formula": "C20H17CoN5O2S2", "method": "wB97M-V/def2-TZVPD", "symbols": ["C", "H", "H", "O", "C", "H", "H", "C", "H", "N", "S", "N", "N", "C", "C", "C", "C", "C", "H", "H", "H", "O", "C", "H", "C", "C", "C", "H", "H", "S", "H", "C", "N", "C", "C", "H", "H", "Co", "H", "C", "C", "C", "H", "C", "H", "N", "C"], "positions_angstrom": [[0.48673, 2.11638, -1.30111], [0.10887, 4.23453, -1.32151], [-0.67533, -5.62071, 1.09235], [-2.86964, -0.33877, -1.68417], [-3.62744, 0.57713, 0.91381], [-3.97854, 1.01919, -0.00983], [5.72539, -0.08010, -1.58498], [-2.86145, -0.58083, 0.86672], [1.52194, -5.99970, -0.05060], [1.36237, 1.12278, -1.33642], [-2.54651, -1.32338, -0.68994], [-0.92757, -1.57621, -0.75775], [0.81791, -2.89805, -1.02524], [-0.95802, 1.80582, -1.19506], [2.71546, 1.45364, -1.42583], [3.15734, 2.78667, -1.48350], [-2.71325, -0.57961, 3.26435], [-0.39251, -2.81567, -0.45199], [-1.27087, 1.10900, -1.96455], [-2.35996, -1.03338, 4.18471], [-4.53696, 2.05916, 2.16514], [-3.21946, -2.58621, -0.73859], [4.53830, 3.08237, -1.58092], [-1.16792, 1.34205, -0.23176], [-2.40929, -1.16197, 2.05095], [2.18659, 3.80526, -1.44463], [3.67041, 0.41178, -1.46096], [-1.83574, -2.08230, 2.01811], [6.50200, 2.27902, -1.69423], [3.09291, -1.22885, -1.37155], [-1.56253, 2.70842, -1.27491], [5.00070, 0.72681, -1.55664], [-0.93767, -3.71757, 0.36391], [1.51602, -4.01490, -0.86342], [5.44237, 2.06658, -1.61727], [2.50294, -4.04679, -1.31138], [-3.67639, 0.60952, 5.36227], [0.93389, -0.89248, -1.26172], [2.49996, 4.84336, -1.48587], [-3.93654, 1.15587, 2.13280], [0.87876, 3.47604, -1.35590], [-3.48396, 0.58677, 3.32275], [4.85260, 4.11826, -1.62572], [0.98547, -5.06966, -0.15802], [-4.54554, 1.81546, 4.57360], [-3.76276, 1.18628, 4.54391], [-0.24309, -4.85100, 0.46055]], "lowdin_charge": [-0.28, 0.11, 0.12, -0.33, -0.07, 0.11, 0.10, -0.31, 0.10, 0.07, 0.59, -0.14, -0.01, -0.03, -0.21, -0.16, -0.03, -0.46, 0.07, 0.11, 0.11, -0.28, -0.04, 0.08, -0.05, 0.00, -0.60, 0.10, 0.11, 0.73, 0.09, -0.10, 0.14, -0.12, -0.08, 0.10, 0.09, 0.42, 0.12, -0.03, -0.01, -0.32, 0.11, -0.04, 0.09, 0.10, -0.09], "e_lumo_ev": [-0.268, -0.270], "homo_ev": [-7.83, -8.04], "spin_multiplicity": 2, "e_tot_ha": -3375.79900, "max_force_ha_per_bohr": 0.030}



{"formula": "C4H5N3O2", "method": "wB97M-V/def2-TZVPD", "symbols": ["N", "N", "O", "C", "H", "H", "H", "H", "O", "N", "C", "H", "C", "C"], "positions_angstrom": [[2.30395, 0.58751, -0.86313], [-1.19222, -0.85203, 1.73039], [4.04812, 0.74160, 0.68582], [-0.03228, -0.21252, 1.16007], [2.79630, 0.36113, -1.64032], [-2.06512, -0.46540, 1.49346], [-1.00722, -1.11705, 2.65649], [-0.86788, -0.33016, -0.80761], [1.15452, -0.09900, 3.16559], [0.98981, 0.11931, 1.93712], [2.95669, 0.68199, 0.23235], [0.50718, 0.41586, -2.07058], [-0.01079, -0.09112, -0.27187], [0.92199, 0.31810, -1.11272]], "lowdin_charge": [0.12, 0.11, 0.19, -0.34, 0.12, 0.06, 0.05, 0.09, -0.10, -0.09, -0.17, 0.10, -0.05, -0.09], "e_lumo_ev": [-1.134, -1.132], "homo_ev": [-7.43, -7.43], "e_tot_ha": -469.98039, "max_force_ha_per_bohr": 0.075, "e_above_lowest_kcal_mol": 162.7}



{"formula": "C19H19BIrN8", "method": "wB97M-V/def2-TZVPD", "symbols": ["N", "C", "H", "H", "C", "H", "H", "H", "C", "N", "C", "C", "N", "N", "H", "C", "C", "C", "C", "H", "H", "N", "N", "H", "H", "C", "H", "H", "C", "C", "H", "C", "C", "H", "B", "C", "N", "H", "C", "H", "H", "H", "C", "Ir", "H", "N", "C", "C"], "positions_angstrom": [[-0.76149, -1.40883, -0.85748], [2.91961, 0.20770, -0.65024], [-1.51791, 2.47552, -3.71373], [-3.51160, 2.28703, 3.69189], [0.72177, -0.55842, -5.13763], [-1.72877, -1.95101, 1.85016], [-1.25824, -2.28035, -3.89793], [2.58704, 0.89340, -3.81702], [-2.12951, -1.00936, 2.19734], [-0.67462, -1.19577, -2.18022], [2.53655, 0.61468, -2.77755], [-1.43120, 2.34513, -2.64822], [-0.11907, 0.04863, -4.24114], [1.62526, -0.04098, -0.90562], [0.53660, -1.23185, 2.56032], [0.17730, -0.19678, 2.50218], [0.11804, -0.52781, -6.35772], [-1.12900, 0.09846, -6.12280], [-3.98171, 0.35468, 2.85107], [1.67905, -0.96626, -4.85670], [0.47865, -0.94164, -7.28343], [-0.82062, 1.27265, -2.13196], [-0.85955, 1.36199, -0.78742], [-4.16914, -1.61539, 2.01201], [3.33407, 0.06007, 0.33392], [-1.66308, -3.15260, -1.88302], [0.85536, 0.52092, 2.95884], [-1.64317, 2.76614, 0.58148], [3.53794, 0.61722, -1.81904], [-1.22301, 0.02085, 2.59329], [-5.05036, 0.48956, 2.95709], [-1.87969, 3.14599, -1.60828], [-1.75932, 1.22922, 3.12808], [-1.92043, 0.30034, -6.82765], [-0.04996, 0.09134, -2.75683], [-1.49530, 2.49105, -0.45060], [-1.28078, 0.41137, -4.85107], [-2.40820, 4.08028, -1.68029], [-1.21667, -2.23636, -2.82103], [-1.51535, -2.98812, 0.33341], [-2.14979, -4.09525, -2.06241], [-1.08552, 2.00325, 3.47672], [-3.10996, 1.37867, 3.26375], [0.04991, -0.02478, 0.37845], [4.57324, 0.87976, -1.94934], [1.39295, 0.20643, -2.21483], [-1.35312, -2.59297, -0.65332], [-3.48763, -0.83298, 2.31663]], "lowdin_charge": [-0.10, -0.07, 0.13, 0.13, -0.08, 0.09, 0.15, 0.14, -0.04, 0.04, 0.00, 0.01, -0.03, -0.13, 0.10, -0.14, -0.03, -0.11, 0.03, 0.12, 0.11, 0.05, -0.11, 0.13, 0.13, 0.01, 0.09, 0.12, 0.01, -0.36, 0.13, 0.01, -0.01, 0.12, -0.68, -0.08, 0.07, 0.12, 0.02, 0.11, 0.13, 0.14, -0.02, 1.49, 0.13, 0.04, -0.07, -0.02], "e_lumo_ev": [-8.451, -9.263], "homo_ev": [-14.58, -14.58], "spin_multiplicity": 2, "total_charge": 2, "e_tot_ha": -1302.09626, "max_force_ha_per_bohr": 0.030, "e_above_lowest_kcal_mol": 17.8}